320
Properties=species:S:1:pos:R:3:forces:R:3 method="wB97M-V/def2-TZVPD" orbital_gap_ev=7.362
C -9.00026 -4.31979 -12.40292 -0.76 -1.47 0.47
C -7.68908 -4.28149 -11.54124 -1.34 -0.10 1.26
C -7.94926 -3.78704 -10.08437 -1.66 -0.05 1.93
C -8.39202 -4.71679 -8.90354 0.58 -2.11 -2.09
C -7.53071 -6.03757 -9.04138 -0.44 0.05 0.22
C -7.36384 -6.68797 -10.52585 -1.12 1.52 1.10
N -7.00345 -5.59601 -11.47323 0.76 2.19 4.26
O -6.66108 -6.04680 -12.66832 0.51 -1.16 -3.38
C -6.25487 -7.82414 -10.42583 0.49 0.67 -1.66
C -8.75099 -7.22789 -10.97143 0.16 -2.20 1.23
C -6.86864 -3.16000 -12.15455 1.57 -0.57 -0.75
H -8.84555 -4.36176 -13.48106 0.40 0.37 0.06
H -9.80030 -3.61599 -12.17337 0.61 0.78 0.08
H -9.55130 -5.24139 -12.21554 0.25 -0.29 0.12
H -7.13985 -3.29824 -9.54214 0.65 0.35 -1.18
H -8.78940 -3.09260 -10.08967 0.30 0.62 -0.54
H -9.44623 -4.99291 -8.92557 -0.16 -0.05 -0.42
H -8.30252 -4.20870 -7.94336 0.57 -0.05 -0.06
H -7.95475 -6.76564 -8.34986 -0.45 -0.56 -0.40
H -6.57773 -5.91646 -8.52634 0.55 0.42 -0.70
H -5.43480 -7.71315 -9.71641 -0.51 0.56 0.57
H -6.52639 -8.87973 -10.41609 -0.96 0.19 0.46
H -5.69501 -7.81934 -11.36105 -0.06 0.30 -0.39
H -8.72261 -8.22412 -10.53003 -0.47 -0.43 0.04
H -9.64414 -6.80239 -10.51390 0.31 0.68 -0.03
H -8.97009 -7.43894 -12.01811 0.58 0.57 -0.14
H -7.47863 -2.29053 -12.39956 0.06 -0.04 0.32
H -6.39866 -3.47361 -13.08668 -0.44 -0.14 -0.57
H -5.96446 -2.90850 -11.60020 -0.40 0.33 0.65
H -5.90698 -5.49432 -12.88671 0.36 -0.35 -0.43
C -10.27947 -9.97453 -14.63210 -0.46 1.64 1.00
C -8.96381 -10.66499 -14.31757 1.39 0.48 -1.99
C -9.31718 -12.04354 -13.94793 -0.29 -2.38 0.51
C -9.89733 -12.89704 -15.04947 0.92 0.60 -0.96
C -8.99034 -12.95321 -16.28526 -0.28 1.06 0.27
C -8.38629 -11.56412 -16.74788 0.03 1.49 -0.65
N -8.07737 -10.67735 -15.60444 -0.26 -1.97 2.96
O -7.50502 -9.40096 -15.84985 -0.64 -0.77 -0.44
C -7.06093 -11.95852 -17.44869 0.10 0.60 0.22
C -9.32846 -10.78029 -17.75179 0.62 -0.78 0.54
C -8.08189 -10.13613 -13.13528 -0.49 1.09 -0.49
H -10.61445 -9.51557 -13.70192 0.05 0.72 0.05
H -11.17557 -10.55579 -14.84944 0.55 -0.66 -0.42
H -10.16934 -9.23275 -15.42313 -0.01 0.23 0.31
H -8.47150 -12.55230 -13.48523 0.22 -0.11 -0.06
H -10.11046 -12.07740 -13.20116 0.15 0.62 0.52
H -10.79095 -12.40751 -15.43664 -0.43 -0.38 0.40
H -10.10298 -13.89396 -14.65964 -0.24 0.01 -0.21
H -9.67087 -13.31050 -17.05813 0.56 -0.15 -0.53
H -8.13329 -13.61720 -16.17274 -0.24 -0.20 0.14
H -6.41810 -12.48964 -16.74670 -0.06 -0.06 0.09
H -7.20808 -12.60462 -18.31413 -0.24 0.00 -0.02
H -6.48523 -11.09216 -17.77441 -0.16 0.15 -0.10
H -9.03695 -9.79017 -18.10219 1.07 -0.15 0.17
H -9.34455 -11.44287 -18.61714 -1.01 0.20 -0.19
H -10.25409 -10.50135 -17.24830 -0.50 -0.94 -0.32
H -7.06079 -10.51481 -13.18076 -0.17 -0.49 -0.12
H -8.51819 -10.37007 -12.16419 -0.13 -0.43 -0.08
H -7.95116 -9.05516 -13.08515 -0.19 0.17 -0.49
H -6.62641 -9.56054 -15.49745 0.24 0.39 -0.10
C -6.13599 -9.44699 -7.22506 -0.02 0.84 1.17
C -6.61290 -9.56086 -5.70481 -0.16 -0.54 -1.30
C -7.71396 -10.71676 -5.69939 0.21 0.02 0.62
C -8.09347 -11.26621 -4.28021 0.28 1.10 -1.44
C -6.73772 -11.55477 -3.68902 -0.12 -0.20 1.58
C -5.63739 -10.47608 -3.56782 0.57 -0.43 -0.11
N -5.40331 -9.99710 -4.96702 -1.44 -1.64 0.81
O -4.18441 -9.36138 -5.24787 -0.39 1.04 0.69
C -5.88855 -9.40670 -2.45687 0.18 -0.27 0.37
C -4.37156 -11.31505 -3.07968 -0.73 2.06 -1.15
C -7.30744 -8.20371 -5.26208 0.24 -0.27 -0.78
H -5.53109 -10.30409 -7.52101 -0.16 -0.09 0.21
H -5.50561 -8.56168 -7.30832 0.24 0.02 0.03
H -6.91250 -9.27171 -7.96964 -0.43 -0.28 0.34
H -8.45575 -10.36910 -6.41841 -0.66 0.15 0.56
H -7.42013 -11.67801 -6.12099 0.99 0.36 -0.63
H -8.60647 -12.22442 -4.36245 -0.13 0.03 -0.23
H -8.73896 -10.64857 -3.65573 0.25 0.39 0.00
H -6.27858 -12.40963 -4.18551 -0.10 0.03 -0.29
H -6.96388 -11.89794 -2.67948 0.40 -0.11 0.36
H -4.92890 -8.98594 -2.15663 0.03 0.46 -0.36
H -6.63239 -8.61785 -2.56871 0.18 0.01 -0.81
H -6.21767 -9.85556 -1.51969 -0.06 -0.68 -0.04
H -4.60595 -11.76817 -2.11644 0.26 -0.22 -0.25
H -4.06092 -11.96699 -3.89613 -0.25 -0.53 0.33
H -3.57739 -10.57160 -3.01132 0.24 -0.16 0.49
H -7.93207 -7.87225 -6.09158 0.21 0.09 -0.40
H -6.57519 -7.41995 -5.06806 0.16 -0.07 -0.04
H -8.04327 -8.17093 -4.45861 0.38 -0.78 0.47
H -3.65193 -10.01257 -5.71047 -0.13 -0.22 -0.14
C -1.24785 -2.89348 -3.10113 0.71 -0.77 -2.29
C -1.17374 -4.46486 -3.30471 2.48 -0.29 1.73
C -2.21415 -5.03103 -2.37098 -1.22 -0.32 0.03
C -3.65312 -4.99707 -2.85247 0.27 -0.38 -0.42
C -3.71498 -5.61843 -4.25459 1.40 0.83 1.58
C -2.57205 -5.08323 -5.21507 -2.17 -0.90 -2.88
N -1.19218 -5.03363 -4.67153 -3.08 0.14 2.05
O -0.21857 -4.38556 -5.45048 -0.52 -0.14 -0.65
C -2.62687 -6.21029 -6.34337 0.42 0.84 -0.39
C -3.17584 -3.76387 -5.82001 2.08 0.30 0.09
C 0.23280 -4.99796 -2.77733 -0.17 0.94 0.51
H -2.24666 -2.51125 -3.31182 -0.08 -0.05 0.53
H -0.64698 -2.50788 -3.92476 0.19 0.40 -0.01
H -0.80490 -2.48955 -2.19078 -0.29 -0.49 0.16
H -2.01594 -6.07036 -2.10907 0.40 0.07 0.31
H -2.32353 -4.35318 -1.52443 1.08 -0.51 0.59
H -4.02972 -3.98689 -2.69183 -0.31 0.08 -0.66
H -4.20233 -5.64582 -2.17012 -0.31 0.12 0.05
H -4.71422 -5.43581 -4.64990 0.29 -0.27 -0.61
H -3.54457 -6.67543 -4.05014 -0.20 -0.23 -0.45
H -3.61738 -6.32025 -6.78484 -0.49 -0.19 0.74
H -2.10025 -6.02192 -7.27894 0.83 0.59 0.19
H -2.24664 -7.16203 -5.97228 -0.25 -0.01 0.24
H -4.14082 -3.87741 -6.31400 0.03 -0.13 0.36
H -3.13052 -2.94599 -5.10090 -0.79 -0.19 0.37
H -2.47354 -3.35089 -6.54411 0.05 -0.34 -0.55
H 1.05331 -4.62065 -3.38765 -0.02 0.37 0.18
H 0.43191 -6.06725 -2.70616 -0.90 -0.32 -0.55
H 0.37685 -4.69808 -1.73934 0.12 0.52 0.03
H 0.37830 -5.13253 -5.53646 0.45 0.24 -0.38
C -3.36022 -11.42711 -9.35360 1.34 0.23 0.23
C -2.01481 -10.59145 -9.21277 -1.43 -0.05 0.33
C -2.01912 -10.16515 -7.71830 1.28 -0.52 1.49
C -0.66123 -9.93414 -6.98411 0.53 -0.61 -2.02
C 0.31803 -11.11247 -7.38904 -1.40 1.32 -0.95
C 0.42969 -11.32932 -9.00117 -0.58 -0.97 1.81
N -0.95602 -11.57269 -9.57238 0.71 -0.17 2.30
O -0.98980 -11.89338 -10.95412 0.49 1.21 0.01
C 1.14513 -10.18933 -9.59844 1.21 2.45 -0.97
C 1.35235 -12.57057 -9.07917 -0.89 -1.27 -1.09
C -2.08334 -9.21044 -9.93932 0.72 -2.01 -1.55
H -3.22804 -12.21788 -8.61515 -0.16 -0.21 -0.16
H -3.43294 -11.89747 -10.33420 -0.19 0.30 -0.03
H -4.25875 -10.89393 -9.04301 0.10 0.32 -0.42
H -2.56156 -9.22241 -7.64685 -0.43 -0.24 0.03
H -2.47774 -10.92786 -7.08898 -0.59 -0.24 -0.23
H -0.72537 -9.80463 -5.90374 -0.46 -0.38 0.09
H -0.32753 -8.95084 -7.31557 0.70 -0.03 -0.20
H -0.03318 -12.03243 -6.92169 -0.11 -0.17 -0.11
H 1.31468 -10.91260 -6.99556 0.20 -0.14 -0.35
H 0.67035 -9.59066 -10.37580 -0.62 -0.59 -0.28
H 1.35889 -9.38229 -8.89766 0.27 -0.17 0.46
H 2.09382 -10.48396 -10.04707 0.14 0.00 0.12
H 2.03971 -12.71431 -8.24551 -0.03 0.48 -0.04
H 0.77301 -13.49148 -9.14537 -0.50 -0.11 0.59
H 1.91311 -12.70500 -10.00415 0.32 0.73 -0.11
H -1.27818 -8.56684 -9.58493 -0.67 0.53 0.32
H -3.12978 -8.90797 -9.97894 0.29 0.70 0.66
H -1.84597 -9.37624 -10.99016 0.09 -0.06 -0.30
H -0.77100 -12.82652 -11.00869 -0.19 -0.31 0.29
C 3.11174 -5.77090 -7.17970 1.62 2.00 0.18
C 3.19827 -6.22587 -8.60846 -1.26 -0.79 -0.43
O 2.35304 -5.46613 -9.48051 0.53 -0.09 0.35
O 3.49038 -4.35082 -7.01363 -0.88 -0.75 -0.30
H 3.87892 -6.27964 -6.59598 -0.58 -0.78 0.23
H 2.10030 -5.82199 -6.77661 0.14 -0.26 -0.02
H 2.79386 -7.23555 -8.67978 -0.19 -0.22 0.33
H 4.21813 -6.40516 -8.94883 0.28 0.80 -0.20
H 2.86235 -4.73821 -9.84428 0.05 0.09 -0.11
H 4.35211 -4.20497 -7.41081 0.13 -0.11 -0.06
C 1.30233 -4.41087 -14.08542 -0.47 -2.57 0.61
C 1.71091 -5.38400 -12.86998 1.57 -0.36 -1.22
O 3.12473 -5.56113 -12.68323 0.56 1.38 -0.25
O 1.82319 -4.87893 -15.37966 1.11 0.48 1.60
H 1.57852 -3.41504 -13.73881 0.29 0.15 -0.89
H 0.21678 -4.50507 -14.11360 -0.06 0.40 0.01
H 1.52380 -6.44404 -13.04150 -1.88 0.20 -0.18
H 1.36566 -5.03539 -11.89665 -0.67 0.13 -0.43
H 3.32730 -6.39643 -13.11083 0.33 0.06 0.15
H 1.22683 -4.99777 -16.12251 -0.65 0.39 0.69
C -2.19712 -14.91277 -8.08733 3.04 0.17 -1.67
C -1.49662 -15.50261 -6.88826 -1.59 -1.69 1.65
O -0.11466 -15.36246 -6.84374 1.90 1.35 -1.21
O -1.44397 -15.35542 -9.26662 -0.52 -0.03 -0.13
H -1.97322 -13.84666 -8.05014 -0.89 0.37 0.04
H -3.20333 -15.21155 -8.38124 -0.13 0.22 1.12
H -1.61213 -16.58588 -6.85227 -1.01 -0.13 0.03
H -1.85206 -15.03793 -5.96857 -0.78 -0.11 0.05
H 0.23755 -15.87030 -6.10913 -0.18 -0.05 -0.08
H -0.51034 -15.34445 -9.04341 0.21 -0.03 0.12
C 3.18183 -9.35356 -4.52175 1.04 -1.42 1.34
C 3.98778 -8.16194 -4.02913 0.58 0.18 -1.09
O 3.18942 -7.03944 -3.93007 -1.29 1.40 1.02
O 2.18517 -8.94762 -5.37629 -1.29 0.78 -1.01
H 2.77714 -9.86035 -3.64569 -0.35 0.08 0.30
H 3.73575 -10.14500 -5.02663 0.85 0.19 0.05
H 4.74716 -7.84309 -4.74311 0.58 -0.87 -0.02
H 4.42004 -8.31663 -3.04053 0.09 -0.31 -0.15
H 2.63624 -6.96443 -4.71107 -0.07 -0.19 -0.10
H 1.63901 -9.71952 -5.54208 -0.18 0.17 -0.18
C -6.96137 -13.01027 -8.72643 1.34 -0.75 -0.38
C -6.19588 -13.30870 -10.01331 -0.81 1.80 -0.86
O -7.20836 -13.46766 -11.02696 -0.33 -0.87 0.27
O -7.30706 -14.29190 -8.14911 -0.19 1.49 -0.04
H -7.78158 -12.32599 -8.94348 -0.53 -0.43 -0.12
H -6.32092 -12.40950 -8.08068 0.16 -0.60 0.51
H -5.49783 -14.14042 -9.91812 -0.19 -0.16 0.04
H -5.67769 -12.41314 -10.35615 0.57 0.04 0.45
H -6.84744 -13.82433 -11.84190 0.22 -0.06 0.03
H -7.73309 -14.71202 -8.89984 -0.29 -0.50 0.05
C 4.99435 -14.43593 -5.43721 -1.05 1.04 -1.19
C 4.57618 -13.11304 -6.08310 0.22 -2.02 0.59
O 3.21402 -12.98097 -5.74466 -0.76 1.43 -0.14
O 5.03250 -14.36271 -4.06222 1.82 -0.53 1.20
H 5.88633 -14.68735 -6.01102 0.83 -0.53 1.22
H 4.23826 -15.17528 -5.70139 -0.13 -0.26 -0.51
H 4.79110 -13.27772 -7.13894 -0.39 0.67 -0.40
H 5.17529 -12.30504 -5.66320 -0.30 0.19 -0.12
H 2.69206 -13.56364 -6.30112 0.00 -0.11 -0.12
H 4.29455 -13.91847 -3.63834 -0.41 0.23 -0.54
C -0.13225 -2.14345 -8.29086 1.12 -1.84 -1.44
C 0.39528 -1.07570 -9.22896 -0.65 0.92 -0.22
O 1.69806 -1.27947 -9.76973 -0.18 0.43 0.93
O -0.17866 -3.33127 -9.22201 -0.46 1.06 1.36
H -1.08633 -1.99620 -7.78477 -0.22 0.34 -0.62
H 0.55410 -2.42001 -7.49053 0.31 0.31 -0.07
H 0.30069 -0.08052 -8.79447 0.88 0.03 0.52
H -0.29368 -0.91191 -10.05757 -0.42 -0.68 -0.31
H 1.77349 -2.15391 -10.15866 -0.46 -0.18 0.01
H 0.32243 -4.02848 -8.79259 0.07 -0.33 -0.12
C 6.02226 -14.49513 -12.27130 -0.04 -0.01 -2.77
C 5.61293 -15.83663 -12.97257 0.45 1.63 0.57
O 6.71778 -16.70519 -12.89449 -0.49 -1.26 0.98
O 6.33114 -14.59742 -10.90669 -0.13 -0.16 -0.09
H 5.23213 -13.79852 -12.55151 -0.23 0.33 1.05
H 6.91586 -14.07426 -12.73222 0.13 -0.08 -0.50
H 5.19698 -15.83410 -13.98008 0.56 1.00 -0.48
H 4.68079 -16.07777 -12.46164 0.52 -1.35 0.84
H 7.42488 -16.46765 -13.49879 -0.31 0.29 -0.23
H 7.12130 -15.14160 -10.87326 0.13 -0.17 0.26
C 0.99209 -14.68576 -12.80446 0.63 1.20 -0.08
C 0.51087 -13.55836 -13.77200 0.37 -1.14 0.09
O 1.30826 -13.49446 -14.94792 -0.35 -0.70 -0.04
O 1.31239 -15.93405 -13.38976 -0.58 -0.19 -0.05
H 0.17903 -14.84848 -12.09696 0.01 -0.24 0.13
H 1.86975 -14.34887 -12.25281 0.12 0.18 0.28
H 0.51692 -12.56351 -13.32663 -0.18 -0.18 0.55
H -0.52083 -13.84680 -13.97322 -0.07 0.36 -0.72
H 1.83359 -12.69340 -14.88520 -0.13 0.20 0.23
H 2.11990 -15.89344 -13.90734 -0.08 0.34 -0.12
C 2.49463 -9.32449 -13.11934 0.72 -0.02 -0.21
C 3.44162 -10.37951 -13.71144 0.20 0.44 0.68
O 2.70346 -11.12579 -14.60947 -1.19 -0.90 -1.70
O 3.19787 -8.24866 -12.52290 -0.11 -0.27 0.18
H 1.83473 -9.84225 -12.42324 -0.18 0.15 0.20
H 1.89652 -8.83597 -13.88857 -0.03 -0.41 -0.22
H 3.76471 -11.09743 -12.95758 0.45 0.42 0.58
H 4.30982 -9.94130 -14.20368 0.03 0.31 0.19
H 3.26417 -11.50552 -15.28993 0.22 0.20 -0.06
H 3.97383 -8.56718 -12.05597 0.22 -0.10 0.09
C -2.50448 -17.48416 -11.99108 -2.84 -1.14 -1.15
C -1.22208 -18.21668 -11.95655 2.96 1.23 0.96
O -0.51698 -18.10354 -13.18070 -0.75 -0.81 -0.82
O -3.22498 -17.20316 -10.79363 0.91 -0.05 -0.12
H -3.10014 -18.25933 -12.47315 -0.81 0.40 -0.43
H -2.55064 -16.62057 -12.65454 0.65 0.11 -0.02
H -1.32049 -19.26716 -11.68286 -0.17 0.06 0.00
H -0.54590 -17.72324 -11.25842 -0.07 -0.26 0.92
H 0.19170 -17.45984 -13.10989 0.05 0.27 0.01
H -2.74922 -16.44929 -10.43735 0.12 0.18 0.65
C -2.92755 -2.90939 -11.89260 0.93 -1.52 -1.71
C -1.87298 -4.01252 -12.32626 -0.45 1.78 1.69
O -0.59816 -3.34279 -11.99835 -1.03 -1.12 -1.56
O -2.57913 -1.76735 -12.65569 -0.54 0.27 0.38
H -2.83374 -2.79074 -10.81315 -0.28 0.33 0.14
H -3.92496 -3.19356 -12.22805 -0.13 -0.11 0.53
H -2.04158 -4.20094 -13.38653 0.72 0.09 -0.06
H -1.95648 -4.93430 -11.75054 -0.07 -0.06 -0.03
H -0.76898 -3.00747 -11.11518 0.49 -0.10 0.62
H -1.67800 -1.94203 -12.93686 0.44 0.36 0.02
C 3.23033 -16.97384 -9.90739 1.33 0.40 -0.31
C 4.05265 -15.98942 -9.09525 -1.15 0.07 0.49
O 4.05648 -14.72494 -9.74579 -0.58 -0.06 0.64
O 4.05152 -17.84603 -10.63370 0.54 -1.43 -0.49
H 2.72810 -16.37446 -10.66674 -1.10 0.00 0.50
H 2.65254 -17.60379 -9.23106 -0.51 0.18 -0.39
H 4.99791 -16.44718 -8.80361 0.53 0.34 -0.52
H 3.52977 -15.92702 -8.14089 -0.11 0.64 0.29
H 4.93714 -14.40904 -9.96083 0.38 -0.41 0.12
H 4.88210 -17.43817 -10.88941 -0.02 0.17 0.06
C 6.53887 -7.55644 -6.55687 2.58 -1.22 -1.60
C 7.78522 -8.25494 -5.85597 -1.09 -0.22 0.28
O 8.31906 -9.40806 -6.63538 -0.72 2.27 0.15
O 5.63042 -8.52105 -7.01377 -1.37 -0.12 1.06
H 6.81895 -7.13888 -7.52398 0.99 0.83 0.17
H 6.17792 -6.71449 -5.96615 -0.47 -0.51 0.45
H 7.42810 -8.61771 -4.89214 -0.26 -0.44 -0.02
H 8.47714 -7.47646 -5.53453 0.70 -0.13 -0.79
H 8.86432 -10.01200 -6.12592 -0.11 0.34 0.53
H 6.12189 -9.34449 -7.05865 0.04 -0.57 -0.24
C -2.10469 -10.62172 -15.32869 -1.50 0.44 -0.68
C -2.23848 -11.93278 -16.07481 -0.59 -1.20 0.13
O -3.01139 -12.05931 -17.29703 0.92 1.22 0.00
O -1.69862 -10.94375 -14.03761 1.02 -0.96 1.02
H -3.09520 -10.19304 -15.17624 -0.14 0.62 -0.86
H -1.39856 -9.97499 -15.84948 -0.16 0.32 0.01
H -2.82943 -12.62598 -15.47618 0.89 -0.06 1.04
H -1.20905 -12.24596 -16.24883 -0.04 -0.54 0.09
H -2.53864 -12.78343 -17.71388 -0.33 0.00 -0.50
H -1.36936 -10.18480 -13.55059 -0.06 0.10 -0.17
C 5.91460 -9.46012 -10.25069 0.67 -0.87 0.01
C 6.27661 -10.82779 -9.55493 -1.43 -0.42 -2.48
O 6.89529 -10.78644 -8.35656 0.39 0.67 2.08
O 6.17928 -9.48524 -11.68501 -0.71 0.02 1.33
H 6.41958 -8.62151 -9.77128 0.34 0.01 0.01
H 4.85680 -9.30706 -10.03686 -0.10 0.19 -0.63
H 6.88413 -11.51547 -10.14324 -0.03 0.31 -1.19
H 5.31592 -11.33681 -9.47696 0.00 -0.25 0.46
H 7.69843 -10.27745 -8.48885 0.31 0.12 0.62
H 7.09610 -9.76104 -11.75553 0.12 0.02 -0.24
C 0.32229 -13.17180 -2.36056 -2.20 0.95 0.57
C 1.37612 -12.21738 -2.95780 -0.89 -1.19 2.14
O 2.56661 -12.44567 -2.14334 -0.34 0.72 -1.75
O -0.03629 -12.83431 -0.92797 1.85 -0.12 -1.31
H 0.54991 -14.22870 -2.49931 0.36 0.04 0.31
H -0.66666 -12.97290 -2.77350 0.19 -0.18 -1.07
H 0.93912 -11.21937 -2.92428 0.45 0.44 0.67
H 1.48984 -12.37467 -4.03038 0.72 -0.67 0.20
H 2.24545 -12.61134 -1.25395 -0.12 0.10 0.24
H -0.70527 -13.45854 -0.63744 0.03 -0.14 -0.13